(1)
{
  "formula": "C5H11N3",
  "method": "ωB97M-V with the def2-TZVPD basis set",
  "max_force_ev_per_a": 4.17,
  "e_lumo_ev": 0.81,
  "total_energy_ha": -361.282691,
  "homo_ev": -7.885,
  "de_lowest_ev": 2.903,
  "symbols": ["C", "N", "C", "C", "C", "C", "N", "N", "H", "H", "H", "H", "H", "H", "H", "H", "H", "H", "H"],
  "coordinates": [[-3.30138, 0.97332, 0.05866], [-2.08265, 0.27769, -0.30696], [-0.95095, 0.65608, 0.17748], [0.33936, 0.02659, -0.18067], [0.18713, -1.29059, -0.86190], [1.46603, 0.66513, 0.20502], [2.72162, 0.25668, 0.16376], [3.13319, -1.07827, 0.71793], [-3.66873, 1.63842, -0.72358], [-3.35081, 1.56007, 0.98306], [-4.01329, 0.16105, 0.21172], [-0.86360, 1.55988, 0.77573], [-0.76707, -1.88143, -0.56536], [0.98783, -1.92275, -0.80737], [0.04995, -1.17575, -1.93378], [1.36684, 1.69355, 0.40224], [3.29440, 1.00609, 0.60209], [3.20731, -1.63823, -0.11326], [2.24483, -1.48750, 1.19521]],
  "atomic_forces_ev_per_a": [[-0.4427, -0.5727, 0.3418], [1.5157, 0.4875, 0.6768], [-0.6484, 0.3550, -1.4856], [-1.2845, -0.4558, 0.7630], [-3.0387, -0.1618, -0.2631], [-3.0135, -0.7047, -0.9647], [3.8706, -0.6319, 1.4249], [-2.7025, 0.9345, 0.1967], [0.1117, -0.2523, -0.2998], [0.7317, 0.0454, 0.1351], [-0.4340, 0.2698, -0.1871], [-0.1413, 0.2212, 0.4110], [1.6043, 1.1818, -0.1050], [2.2532, -1.6313, 0.5349], [-0.1512, 0.4431, -0.2699], [-0.2157, 1.2417, 0.7138], [-0.1020, -1.4340, -0.4696], [0.2710, -0.4090, -0.3399], [1.8163, 1.0736, -0.8134]]
}

(2)
{
  "formula": "C3H9NS2",
  "method": "ωB97M-V with the def2-TZVPD basis set",
  "max_force_ev_per_a": 2.24,
  "e_lumo_ev": 0.33,
  "total_energy_ha": -970.758159,
  "homo_ev": -8.293,
  "de_lowest_ev": 2.002,
  "symbols": ["C", "N", "C", "H", "H", "H", "H", "H", "C", "S", "S", "H", "H", "H", "H"],
  "coordinates": [[-1.80588, 1.31884, 2.62325], [-2.40190, 0.35413, 3.18061], [-1.69289, -0.68896, 3.88792], [-2.49530, 2.09898, 2.29182], [-0.82562, 1.20301, 2.14335], [-0.71131, -0.87709, 3.45626], [-1.57151, -0.40375, 4.93075], [-2.26004, -1.61763, 3.88538], [1.78435, -0.47122, -4.54996], [3.31243, -0.52521, -3.59994], [2.72790, 0.35970, -1.79435], [1.53843, 0.44608, -5.07719], [1.98074, -1.22403, -5.33178], [0.89954, -0.84605, -4.03002], [1.52105, 0.87319, -2.01610]],
  "atomic_forces_ev_per_a": [[-1.1315, -1.3261, -1.3994], [-0.3480, 0.7405, 1.7625], [0.2404, -0.2861, -0.8633], [0.5634, 0.2557, -0.1803], [0.4355, 0.5161, 0.7694], [0.3901, -0.1197, 0.0167], [-0.0502, 0.1878, 0.0101], [-0.0963, 0.0309, -0.1175], [-0.1334, -1.1492, -0.8600], [-0.7059, 0.4887, -0.0667], [0.5490, -0.0887, 0.7986], [0.2956, 0.3558, 0.3480], [-0.1047, 0.2473, 0.1003], [0.2719, 0.1241, 0.3070], [-0.1759, 0.0230, -0.6255]]
}

(3)
{
  "formula": "C7H5Cl2NO",
  "method": "ωB97M-V with the def2-TZVPD basis set",
  "max_force_ev_per_a": 4.38,
  "e_lumo_ev": -0.87,
  "total_energy_ha": -1320.005749,
  "homo_ev": -9.664,
  "de_lowest_ev": 0.000,
  "symbols": ["O", "N", "C", "Cl", "Cl", "C", "C", "C", "C", "C", "C", "H", "H", "H", "H", "H"],
  "coordinates": [[-0.95297, 2.23897, 2.24385], [0.09605, 1.89242, 1.79194], [0.40151, 0.52163, 1.83703], [2.09929, 0.46366, 2.30558], [-0.54603, -0.40341, 3.10674], [0.13158, 0.05537, 0.49890], [0.95437, 0.51493, -0.56580], [0.81617, 0.11646, -1.87644], [-0.25212, -0.76155, -2.14334], [-1.14964, -1.16518, -1.12748], [-0.95853, -0.76881, 0.14074], [1.79572, 1.00485, -0.11452], [1.59731, 0.16423, -2.53109], [-0.45535, -1.09452, -3.08076], [-1.90258, -1.79956, -1.40875], [-1.67479, -0.97949, 0.92340]],
  "atomic_forces_ev_per_a": [[0.3063, -0.0929, 0.0194], [-1.0570, 3.0698, 0.1162], [-0.0478, -2.3470, 2.3965], [0.4521, -0.1320, 0.1478], [0.4059, 0.4812, -0.5016], [-0.7394, -1.1702, -4.1581], [0.1138, -0.6240, 2.4585], [-2.5583, -1.9375, 1.9332], [0.1434, 1.3711, 3.0417], [2.4384, 1.3452, -1.9871], [0.2840, 1.3420, 2.6386], [0.6598, 0.6395, -0.9706], [1.7149, 0.9157, -1.9072], [-0.1916, -1.0011, -2.7241], [-1.9444, -1.3916, -0.4019], [0.0198, -0.4683, -0.1013]]
}

Repeat the second record exactly.
{
  "formula": "C3H9NS2",
  "method": "ωB97M-V with the def2-TZVPD basis set",
  "max_force_ev_per_a": 2.24,
  "e_lumo_ev": 0.33,
  "total_energy_ha": -970.758159,
  "homo_ev": -8.293,
  "de_lowest_ev": 2.002,
  "symbols": ["C", "N", "C", "H", "H", "H", "H", "H", "C", "S", "S", "H", "H", "H", "H"],
  "coordinates": [[-1.80588, 1.31884, 2.62325], [-2.40190, 0.35413, 3.18061], [-1.69289, -0.68896, 3.88792], [-2.49530, 2.09898, 2.29182], [-0.82562, 1.20301, 2.14335], [-0.71131, -0.87709, 3.45626], [-1.57151, -0.40375, 4.93075], [-2.26004, -1.61763, 3.88538], [1.78435, -0.47122, -4.54996], [3.31243, -0.52521, -3.59994], [2.72790, 0.35970, -1.79435], [1.53843, 0.44608, -5.07719], [1.98074, -1.22403, -5.33178], [0.89954, -0.84605, -4.03002], [1.52105, 0.87319, -2.01610]],
  "atomic_forces_ev_per_a": [[-1.1315, -1.3261, -1.3994], [-0.3480, 0.7405, 1.7625], [0.2404, -0.2861, -0.8633], [0.5634, 0.2557, -0.1803], [0.4355, 0.5161, 0.7694], [0.3901, -0.1197, 0.0167], [-0.0502, 0.1878, 0.0101], [-0.0963, 0.0309, -0.1175], [-0.1334, -1.1492, -0.8600], [-0.7059, 0.4887, -0.0667], [0.5490, -0.0887, 0.7986], [0.2956, 0.3558, 0.3480], [-0.1047, 0.2473, 0.1003], [0.2719, 0.1241, 0.3070], [-0.1759, 0.0230, -0.6255]]
}

Question: Number 3 is which compound?
Answer: C7H5Cl2NO